## w
Below is a molecular structure, C44H46CdF6N4O7PS2Te, with properties calculated with ωB97M-V/def2-TZVPD.

Values from the calculation:
Kohn-Sham gap (spin up / spin down): 5.89 / 6.39 eV

Geometry as ORCA input:
```
! wB97M-V def2-TZVPD RIJCOSX def2/J DEFGRID3
* xyz -2 2
Cd 0.684 -0.062 0.970
O 2.555 -0.159 -0.369
C 3.645 -0.783 -0.127
C 4.417 -1.334 -1.196
C 5.587 -2.016 -0.975
C 6.099 -2.183 0.323
C 5.397 -1.631 1.371
C 4.188 -0.944 1.186
C 3.603 -0.306 2.344
N 2.454 0.263 2.403
N 2.210 0.933 3.598
C 1.152 1.706 3.462
O 0.424 1.859 2.437
C 0.749 2.449 4.709
C -0.260 3.402 4.622
C -0.707 4.062 5.760
C -0.154 3.767 7.000
C 0.860 2.821 7.090
C 1.313 2.171 5.951
H 4.030 -1.196 -2.198
H 6.128 -2.429 -1.820
H 7.023 -2.720 0.493
H 5.781 -1.722 2.383
H 4.226 -0.243 3.242
H -0.690 3.597 3.648
H -1.496 4.801 5.680
H -0.513 4.269 7.891
H 1.295 2.584 8.054
H 2.109 1.438 6.002
F -4.119 -3.195 1.151
C -3.134 -4.039 0.825
F -2.628 -4.549 1.944
F -3.658 -5.038 0.113
S -1.871 -3.149 -0.166
O -1.484 -2.008 0.626
O -2.545 -2.952 -1.412
N -0.733 -4.222 -0.314
S 0.499 -4.329 0.678
O 1.188 -3.083 0.900
O 0.257 -5.172 1.818
C 1.595 -5.351 -0.390
F 1.088 -6.574 -0.564
F 1.798 -4.812 -1.585
F 2.774 -5.466 0.223
C -2.278 1.344 0.818
C -1.442 1.665 -0.413
O -1.824 2.619 -1.136
N -0.395 0.884 -0.653
Te 0.468 1.573 -2.547
C 0.421 2.746 -4.524
C 0.092 4.103 -4.557
C -0.464 4.849 -3.362
C 0.242 4.830 -5.743
C 0.723 4.245 -6.900
C 0.901 5.041 -8.169
C 1.058 2.896 -6.853
C 0.920 2.143 -5.691
C 1.307 0.683 -5.746
C -0.831 0.152 -3.469
C -2.090 0.508 -3.974
C -2.655 1.906 -3.935
C -2.890 -0.483 -4.538
C -2.492 -1.808 -4.609
C -3.401 -2.874 -5.160
C -1.246 -2.137 -4.108
C -0.409 -1.187 -3.531
C 0.904 -1.700 -3.006
H -3.204 1.915 0.785
H -1.713 1.606 1.716
H -2.498 0.275 0.850
H -0.527 4.235 -2.467
H -1.475 5.205 -3.577
H 0.148 5.727 -3.137
H -0.031 5.883 -5.752
H 0.514 6.054 -8.052
H 0.379 4.575 -9.008
H 1.956 5.115 -8.444
H 1.449 2.415 -7.747
H 1.937 0.489 -6.615
H 0.422 0.045 -5.813
H 1.851 0.373 -4.851
H -2.421 2.410 -2.997
H -3.740 1.862 -4.044
H -2.255 2.509 -4.753
H -3.873 -0.205 -4.906
H -4.333 -2.444 -5.530
H -3.645 -3.601 -4.382
H -2.925 -3.416 -5.981
H -0.921 -3.174 -4.116
H 0.726 -2.489 -2.272
H 1.518 -0.953 -2.512
H 1.487 -2.141 -3.820
C 1.317 -1.704 5.200
P -0.099 -1.168 4.160
C -0.740 -2.837 3.716
C -1.345 -0.681 5.433
C -1.678 -1.461 6.540
C -2.648 -1.043 7.439
C -3.305 0.168 7.245
C -2.981 0.955 6.151
C -2.006 0.532 5.255
H 1.043 -2.526 5.865
H 1.705 -0.865 5.778
H 2.105 -2.038 4.523
H -1.093 -3.406 4.578
H 0.058 -3.403 3.221
H -1.555 -2.723 3.004
H -1.173 -2.405 6.710
H -2.893 -1.663 8.293
H -4.067 0.491 7.944
H -3.480 1.903 5.993
H -1.747 1.152 4.403
*
```

Results of the Mulliken charge analysis, in e, for atoms 1 through 99: atom 1 (Cd): 2.395, atom 2 (O): -0.529, atom 3 (C): 0.176, atom 4 (C): -0.583, atom 5 (C): -0.511, atom 6 (C): -0.756, atom 7 (C): -0.558, atom 8 (C): 0.838, atom 9 (C): -1.075, atom 10 (N): 0.677, atom 11 (N): -0.648, atom 12 (C): -0.233, atom 13 (O): -0.700, atom 14 (C): 0.521, atom 15 (C): -0.260, atom 16 (C): -0.665, atom 17 (C): -0.372, atom 18 (C): -0.781, atom 19 (C): -0.135, atom 20 (H): 0.403, atom 21 (H): 0.376, atom 22 (H): 0.360, atom 23 (H): 0.314, atom 24 (H): 0.243, atom 25 (H): 0.442, atom 26 (H): 0.400, atom 27 (H): 0.375, atom 28 (H): 0.366, atom 29 (H): 0.382, atom 30 (F): -0.229, atom 31 (C): 0.384, atom 32 (F): -0.159, atom 33 (F): -0.227, atom 34 (S): 1.182, atom 35 (O): -0.951, atom 36 (O): -0.607, atom 37 (N): -0.561, atom 38 (S): 0.875, atom 39 (O): -0.466, atom 40 (O): -0.620, atom 41 (C): 0.362, atom 42 (F): -0.238, atom 43 (F): -0.191, atom 44 (F): -0.225, atom 45 (C): -1.051, atom 46 (C): 0.908, atom 47 (O): -0.754, atom 48 (N): 0.352, atom 49 (Te): -0.088, atom 50 (C): -0.803, atom 51 (C): 1.351, atom 52 (C): -1.999, atom 53 (C): -0.694, atom 54 (C): 0.912, atom 55 (C): -1.551, atom 56 (C): -0.880, atom 57 (C): 1.350, atom 58 (C): -1.290, atom 59 (C): 0.363, atom 60 (C): 1.025, atom 61 (C): -1.690, atom 62 (C): -1.062, atom 63 (C): 0.947, atom 64 (C): -1.598, atom 65 (C): -0.873, atom 66 (C): 1.762, atom 67 (C): -1.808, atom 68 (H): 0.483, atom 69 (H): -0.058, atom 70 (H): 0.052, atom 71 (H): 0.184, atom 72 (H): 0.310, atom 73 (H): 0.478, atom 74 (H): 0.283, atom 75 (H): 0.347, atom 76 (H): 0.330, atom 77 (H): 0.312, atom 78 (H): 0.326, atom 79 (H): 0.401, atom 80 (H): 0.230, atom 81 (H): 0.054, atom 82 (H): 0.160, atom 83 (H): 0.419, atom 84 (H): 0.248, atom 85 (H): 0.248, atom 86 (H): 0.354, atom 87 (H): 0.295, atom 88 (H): 0.325, atom 89 (H): 0.297, atom 90 (H): -0.120, atom 91 (H): 0.141, atom 92 (H): 0.500, atom 93 (C): -1.509, atom 94 (P): 1.219, atom 95 (C): -0.867, atom 96 (C): 0.032, atom 97 (C): -0.393, atom 98 (C): -0.707, atom 99 (C): -0.448



## x
Below is a molecular structure, C44H46CdF6N4O7PS2Te, with properties calculated with ωB97M-V/def2-TZVPD.

Values from the calculation:
Kohn-Sham gap (spin up / spin down): 5.75 / 6.13 eV

Geometry as ORCA input:
```
! wB97M-V def2-TZVPD RIJCOSX def2/J DEFGRID3
* xyz -2 2
Cd -1.882 -1.005 -0.255
O -2.478 0.579 -1.862
C -3.048 1.720 -1.812
C -3.161 2.507 -2.999
C -3.695 3.772 -3.002
C -4.183 4.347 -1.823
C -4.137 3.602 -0.665
C -3.590 2.314 -0.617
C -3.577 1.651 0.662
N -2.984 0.550 0.930
N -3.036 0.144 2.245
C -2.986 -1.159 2.392
O -3.031 -2.039 1.468
C -2.916 -1.608 3.817
C -3.380 -2.873 4.163
C -3.289 -3.318 5.473
C -2.719 -2.509 6.446
C -2.261 -1.242 6.106
C -2.364 -0.790 4.800
H -2.785 2.060 -3.911
H -3.746 4.330 -3.932
H -4.579 5.356 -1.816
H -4.533 4.025 0.255
H -4.108 2.146 1.482
H -3.802 -3.495 3.385
H -3.644 -4.309 5.731
H -2.628 -2.867 7.465
H -1.803 -0.613 6.860
H -2.007 0.188 4.510
F -6.300 -2.646 -0.015
C -5.546 -3.748 0.013
F -5.135 -3.946 1.259
F -6.343 -4.784 -0.309
S -4.150 -3.663 -1.237
O -3.716 -2.299 -1.328
O -4.751 -4.215 -2.418
N -3.188 -4.704 -0.525
S -1.645 -4.609 -0.732
O -1.135 -3.300 -1.056
O -0.922 -5.435 0.179
C -1.415 -5.519 -2.359
F -1.962 -6.742 -2.300
F -1.984 -4.862 -3.375
F -0.117 -5.676 -2.663
C -0.069 -2.898 1.995
C 0.714 -1.818 1.275
O 1.968 -1.808 1.554
N 0.176 -0.939 0.472
Te 2.030 0.204 -0.025
C 4.234 1.021 0.270
C 5.299 0.153 0.532
C 5.063 -1.253 1.037
C 6.622 0.562 0.351
C 6.933 1.828 -0.112
C 8.361 2.241 -0.360
C 5.881 2.699 -0.370
C 4.557 2.315 -0.187
C 3.471 3.306 -0.522
C 1.412 1.573 1.496
C 1.907 1.535 2.805
C 2.917 0.514 3.247
C 1.439 2.470 3.726
C 0.490 3.422 3.393
C -0.001 4.430 4.398
C -0.001 3.433 2.096
C 0.450 2.531 1.142
C -0.098 2.602 -0.247
H -0.082 -2.643 3.057
H 0.450 -3.846 1.867
H -1.084 -2.999 1.632
H 4.001 -1.488 1.034
H 5.435 -1.354 2.061
H 5.596 -1.977 0.417
H 7.425 -0.139 0.563
H 9.051 1.491 0.026
H 8.580 3.197 0.120
H 8.551 2.355 -1.430
H 6.096 3.698 -0.742
H 3.887 4.270 -0.818
H 2.810 3.450 0.331
H 2.867 2.916 -1.344
H 2.621 -0.475 2.900
H 3.008 0.502 4.335
H 3.891 0.743 2.812
H 1.825 2.440 4.740
H 0.548 4.355 5.337
H -1.062 4.277 4.605
H 0.117 5.443 4.008
H -0.757 4.159 1.813
H -0.810 3.417 -0.356
H -0.605 1.670 -0.484
H 0.694 2.735 -0.986
C 2.298 0.713 -3.656
P 0.762 -0.051 -2.920
C 1.478 -1.759 -2.797
C -0.196 -0.297 -4.473
C -0.147 0.603 -5.535
C -1.002 0.468 -6.620
C -1.939 -0.553 -6.646
C -2.001 -1.454 -5.591
C -1.136 -1.325 -4.518
H 2.128 1.757 -3.926
H 2.636 0.165 -4.537
H 3.082 0.690 -2.896
H 1.727 -2.154 -3.783
H 0.759 -2.410 -2.317
H 2.371 -1.730 -2.171
H 0.549 1.433 -5.507
H -0.948 1.176 -7.440
H -2.628 -0.638 -7.478
H -2.730 -2.255 -5.592
H -1.214 -2.012 -3.688
*
```

Results of the Mulliken charge analysis, in e, for atoms 1 through 99: atom 1 (Cd): 4.429, atom 2 (O): -0.495, atom 3 (C): 0.073, atom 4 (C): -0.872, atom 5 (C): -0.409, atom 6 (C): -0.739, atom 7 (C): -0.688, atom 8 (C): 0.926, atom 9 (C): -1.178, atom 10 (N): 0.940, atom 11 (N): -0.940, atom 12 (C): -0.743, atom 13 (O): -0.699, atom 14 (C): 0.383, atom 15 (C): 0.011, atom 16 (C): -0.718, atom 17 (C): -0.333, atom 18 (C): -0.643, atom 19 (C): -0.526, atom 20 (H): 0.367, atom 21 (H): 0.394, atom 22 (H): 0.349, atom 23 (H): 0.312, atom 24 (H): 0.199, atom 25 (H): 0.452, atom 26 (H): 0.380, atom 27 (H): 0.356, atom 28 (H): 0.373, atom 29 (H): 0.584, atom 30 (F): -0.246, atom 31 (C): 0.500, atom 32 (F): -0.168, atom 33 (F): -0.251, atom 34 (S): 0.758, atom 35 (O): -0.444, atom 36 (O): -0.607, atom 37 (N): -0.438, atom 38 (S): 0.900, atom 39 (O): -1.090, atom 40 (O): -0.728, atom 41 (C): 0.556, atom 42 (F): -0.254, atom 43 (F): -0.179, atom 44 (F): -0.233, atom 45 (C): -0.919, atom 46 (C): 1.070, atom 47 (O): -0.735, atom 48 (N): -0.172, atom 49 (Te): -0.006, atom 50 (C): -1.003, atom 51 (C): 1.386, atom 52 (C): -1.716, atom 53 (C): -0.848, atom 54 (C): 0.970, atom 55 (C): -1.567, atom 56 (C): -0.887, atom 57 (C): 1.427, atom 58 (C): -0.769, atom 59 (C): 0.454, atom 60 (C): 0.845, atom 61 (C): -1.467, atom 62 (C): -1.086, atom 63 (C): 0.894, atom 64 (C): -1.738, atom 65 (C): -1.138, atom 66 (C): 1.407, atom 67 (C): -0.986, atom 68 (H): 0.327, atom 69 (H): 0.371, atom 70 (H): -0.364, atom 71 (H): -0.057, atom 72 (H): 0.326, atom 73 (H): 0.456, atom 74 (H): 0.265, atom 75 (H): 0.348, atom 76 (H): 0.348, atom 77 (H): 0.288, atom 78 (H): 0.306, atom 79 (H): 0.379, atom 80 (H): 0.035, atom 81 (H): -0.144, atom 82 (H): 0.165, atom 83 (H): 0.420, atom 84 (H): 0.163, atom 85 (H): 0.262, atom 86 (H): 0.358, atom 87 (H): 0.339, atom 88 (H): 0.353, atom 89 (H): 0.382, atom 90 (H): 0.463, atom 91 (H): -0.293, atom 92 (H): -0.076, atom 93 (C): -1.437, atom 94 (P): 0.872, atom 95 (C): -0.967, atom 96 (C): 0.500, atom 97 (C): -0.658, atom 98 (C): -0.591, atom 99 (C): -0.561



Of them, the most stable is w and the least stable is x.